w | Formula: C14H18F4N2O16
Source: OMol25
Level of theory: ωB97M-V/def2-TZVPD

CARTESIAN COORDINATES (ANGSTROEM)
1 C -11.892 -9.037 -3.780
2 C -11.479 -7.761 -4.541
3 O -10.452 -8.244 -5.394
4 C -10.141 -9.486 -5.113
5 O -9.329 -10.193 -5.780
6 O -10.920 -9.979 -4.159
7 F -10.903 -6.952 -3.658
8 H -12.908 -9.296 -4.075
9 H -11.789 -8.881 -2.706
10 H -12.335 -7.286 -5.022
11 C -15.178 -15.645 -12.073
12 C -14.954 -14.483 -12.879
13 O -13.544 -14.408 -12.729
14 C -13.148 -15.111 -11.736
15 O -11.976 -15.150 -11.389
16 O -14.238 -15.574 -11.109
17 F -15.473 -13.369 -12.468
18 H -15.032 -16.569 -12.632
19 H -16.192 -15.615 -11.675
20 H -15.235 -14.641 -13.920
21 C -4.603 -11.779 -8.733
22 C -3.816 -12.571 -9.685
23 O -3.251 -11.621 -10.521
24 C -2.990 -10.580 -9.793
25 O -2.149 -9.699 -9.995
26 O -3.796 -10.605 -8.696
27 F -4.740 -13.217 -10.342
28 H -4.661 -12.115 -7.698
29 H -5.614 -11.543 -9.065
30 H -3.125 -13.224 -9.151
31 C -8.451 -15.459 -7.667
32 C -8.813 -14.992 -6.251
33 O -7.604 -14.839 -5.593
34 C -6.741 -15.742 -6.080
35 O -5.628 -16.009 -5.589
36 O -7.198 -16.148 -7.348
37 F -9.422 -16.009 -5.601
38 H -8.295 -14.583 -8.297
39 H -9.134 -16.177 -8.121
40 H -9.453 -14.109 -6.261
41 C -14.159 -17.655 -6.058
42 N -14.204 -17.581 -4.575
43 O -14.982 -18.290 -3.944
44 O -13.588 -16.649 -4.098
45 H -13.216 -17.261 -6.436
46 H -15.034 -17.071 -6.345
47 H -14.412 -18.693 -6.274
48 C -8.449 -19.052 -10.572
49 N -8.632 -20.426 -11.093
50 O -8.019 -21.290 -10.520
51 O -9.226 -20.628 -12.162
52 H -7.676 -18.468 -11.071
53 H -8.287 -19.137 -9.497
54 H -9.401 -18.552 -10.748

## Properties
Charge: 0
SMILES: O=C1OC[C@@H](F)O1.O=C1OC[C@@H](F)O1.O=C1OC[C@@H](F)O1.O=C1OC[C@@H](F)O1.C[N+](=O)[O-].C[N+](=O)[O-]
HOMO level (eV): -11.05
Frontier orbital gap (eV): 10.9

These are the Löwdin partial charges, in e, on atoms 1 to 2:
1. C -0.054
2. C -0.293


x | Formula: C14H18F4N2O16
Source: OMol25
Level of theory: ωB97M-V/def2-TZVPD

CARTESIAN COORDINATES (ANGSTROEM)
1 C 3.903 0.486 -4.075
2 N 2.459 0.025 -3.961
3 O 2.071 -0.702 -4.890
4 O 1.861 0.265 -2.914
5 H 4.172 0.841 -5.069
6 H 4.522 -0.399 -3.927
7 H 4.036 1.359 -3.436
8 C 0.982 -6.479 0.916
9 N 0.629 -5.311 0.126
10 O -0.081 -5.453 -0.776
11 O 1.166 -4.269 0.516
12 H 1.724 -7.144 0.474
13 H 0.116 -7.121 0.752
14 H 1.114 -6.274 1.978
15 C -3.975 1.364 5.055
16 C -3.673 0.107 5.886
17 O -5.051 -0.328 6.050
18 C -5.891 0.176 5.193
19 O -7.053 -0.207 5.139
20 O -5.265 1.137 4.574
21 F -3.266 0.526 7.084
22 H -3.323 1.535 4.199
23 H -3.851 2.311 5.580
24 H -2.991 -0.633 5.467
25 C 3.320 2.766 0.648
26 C 4.256 2.466 -0.436
27 O 3.804 3.198 -1.549
28 C 2.434 3.269 -1.328
29 O 1.575 3.359 -2.204
30 O 2.149 3.084 -0.056
31 F 4.233 1.187 -0.674
32 H 3.699 3.658 1.146
33 H 3.305 2.068 1.486
34 H 5.264 2.788 -0.177
35 C -1.321 1.621 -3.626
36 C -2.040 0.351 -4.040
37 O -3.332 0.478 -3.616
38 C -3.497 1.556 -2.902
39 O -4.461 1.966 -2.284
40 O -2.291 2.172 -2.778
41 F -1.351 -0.665 -3.451
42 H -0.851 2.232 -4.396
43 H -0.442 1.445 -3.007
44 H -2.083 0.240 -5.123
45 C 0.148 -0.025 -0.008
46 C 1.235 -0.880 0.575
47 O 0.840 -0.873 1.945
48 C -0.501 -0.630 2.030
49 O -1.237 -0.713 3.038
50 O -0.913 -0.509 0.768
51 F 2.495 -0.446 0.664
52 H -0.149 -0.102 -1.054
53 H 0.148 1.029 0.269
54 H 1.229 -1.902 0.198

## Properties
Charge: 0
SMILES: O=C1OC[C@@H](F)O1.O=C1OC[C@@H](F)O1.O=C1OC[C@@H](F)O1.O=C1OC[C@@H](F)O1.C[N+](=O)[O-].C[N+](=O)[O-]
HOMO level (eV): -10.55
Frontier orbital gap (eV): 10.2

These are the Löwdin partial charges, in e, on atoms 1 to 2:
1. C 0.058
2. N -0.387


The data favor x; the next most stable structure lies 0.0067 hartree above it.


w | Formula: C4H8NO3
Source: OMol25
Level of theory: ωB97M-V/def2-TZVPD

CARTESIAN COORDINATES (ANGSTROEM)
1 O -1.735 -1.485 0.985
2 C -0.900 -1.416 0.210
3 O -0.479 -2.653 -0.422
4 C -0.372 -0.198 -0.423
5 C -0.607 1.059 0.397
6 C 0.382 2.081 0.482
7 O 1.398 1.936 -0.160
8 N 1.195 -0.382 -0.610
9 H -0.270 -3.248 0.392
10 H -0.782 0.064 -1.437
11 H -1.391 1.806 -0.081
12 H -1.230 0.900 1.321
13 H 0.202 2.899 1.233
14 H 1.357 -0.782 -1.542
15 H 1.748 0.529 -0.363
16 H 1.484 -1.110 0.018

## Properties
Charge: +1
SMILES: [NH3+][C@H](CC=O)C(=O)O
HOMO level (eV): -15.29
Frontier orbital gap (eV): 11.3

These are the Löwdin partial charges, in e, on atoms 1 to 2:
1. O 0.242
2. C -0.483


x | Formula: C4H8NO3
Source: OMol25
Level of theory: ωB97M-V/def2-TZVPD

CARTESIAN COORDINATES (ANGSTROEM)
1 O 1.640 -1.236 -1.661
2 C 0.876 -1.209 -0.734
3 O 0.017 -2.273 -0.482
4 C 0.558 -0.066 0.248
5 C -0.013 0.985 -0.663
6 C -0.660 2.162 0.018
7 O -1.137 1.977 1.107
8 N -0.425 -0.648 1.254
9 H -0.209 -2.712 -1.373
10 H 1.466 0.329 0.864
11 H 0.928 1.333 -1.210
12 H -0.497 0.659 -1.555
13 H -0.795 3.025 -0.472
14 H 0.177 -1.452 1.771
15 H -0.619 0.104 2.000
16 H -1.306 -0.980 0.887

## Properties
Charge: +1
SMILES: [NH3+][C@H](CC=O)C(=O)O
HOMO level (eV): -14.83
Frontier orbital gap (eV): 11.0

These are the Löwdin partial charges, in e, on atoms 1 to 2:
1. O 0.174
2. C -0.453


The data favor x; the next most stable structure lies 0.0226 hartree above it.


w | Formula: C5H13NP
Source: OMol25
Level of theory: ωB97M-V/def2-TZVPD

CARTESIAN COORDINATES (ANGSTROEM)
1 C -1.447 0.437 0.074
2 C -1.665 1.258 1.390
3 C 0.455 -1.816 -0.972
4 C 1.297 -0.347 1.392
5 C 1.180 0.917 -1.326
6 N -2.464 0.418 -0.734
7 P 0.345 -0.266 -0.170
8 H -2.572 1.878 1.120
9 H -2.034 0.589 2.113
10 H -0.856 1.762 1.680
11 H 1.595 -1.965 -1.162
12 H 0.039 -1.742 -2.016
13 H 0.254 -2.765 -0.511
14 H 2.248 -0.831 1.104
15 H 0.831 -1.179 1.913
16 H 1.352 0.541 2.039
17 H 0.991 0.674 -2.393
18 H 2.272 0.694 -1.102
19 H 0.867 1.987 -0.972
20 H -2.689 -0.245 -1.464

## Properties
Charge: +1
HOMO level (eV): -13.65
Frontier orbital gap (eV): 10.1

These are the Löwdin partial charges, in e, on atoms 1 to 2:
1. C -0.403
2. C -0.046


x | Formula: C5H13NP
Source: OMol25
Level of theory: ωB97M-V/def2-TZVPD

CARTESIAN COORDINATES (ANGSTROEM)
1 C 1.114 1.094 0.318
2 C 2.560 1.315 0.275
3 C 0.424 -0.006 -0.139
4 C -1.583 -0.255 -1.353
5 C -1.607 -0.636 1.111
6 N -1.040 0.163 0.014
7 P 1.149 -1.542 -0.650
8 H 0.496 1.941 0.773
9 H 2.223 1.440 -0.962
10 H 3.268 0.520 0.189
11 H 3.086 2.125 0.602
12 H -2.680 0.074 -1.376
13 H -0.986 0.272 -2.118
14 H -1.596 -1.331 -1.577
15 H -1.309 -0.138 2.067
16 H -2.804 -0.518 1.036
17 H -1.330 -1.675 1.008
18 H -1.273 1.053 0.324
19 H 0.033 -2.235 -0.139
20 H 1.855 -1.659 0.596

## Properties
Charge: +1
SMILES: C/C=C(\P)[NH+](C)C
HOMO level (eV): -12.73
Frontier orbital gap (eV): 9.7

These are the Löwdin partial charges, in e, on atoms 1 to 2:
1. C -0.180
2. C -0.040


The data favor w; the next most stable structure lies 0.0854 hartree above it.


w | Formula: CH7N6
Source: OMol25
Level of theory: ωB97M-V/def2-TZVPD

CARTESIAN COORDINATES (ANGSTROEM)
1 C 1.134 -0.659 -0.026
2 N 2.716 -2.074 -1.088
3 N -0.044 -0.378 -0.492
4 N 1.838 -1.692 -0.361
5 N -0.282 1.781 0.495
6 N -2.209 0.545 -0.005
7 N -0.890 0.523 0.447
8 H 1.544 -0.162 0.862
9 H 2.979 -3.059 -0.929
10 H -0.849 2.444 1.019
11 H -0.133 2.138 -0.448
12 H -2.249 0.819 -0.985
13 H -2.674 -0.354 0.109
14 H -0.881 0.128 1.403

## Properties
Charge: +1
SMILES: [H]/N=N/C=N/[NH+](N)N
HOMO level (eV): -13.55
Frontier orbital gap (eV): 9.3

These are the Löwdin partial charges, in e, on atoms 1 to 2:
1. C -0.225
2. N 0.211


x | Formula: CH7N6
Source: OMol25
Level of theory: ωB97M-V/def2-TZVPD

CARTESIAN COORDINATES (ANGSTROEM)
1 C -0.043 -0.018 -0.607
2 N 1.814 1.355 -2.861
3 N 0.613 0.699 -2.943
4 N 1.903 1.275 -1.604
5 N 0.606 0.638 -1.556
6 N -1.160 -1.037 2.589
7 N 0.375 0.198 0.647
8 H -0.960 -0.437 -0.987
9 H -0.527 -0.897 3.373
10 H -1.646 -1.903 2.555
11 H -1.850 -0.258 2.666
12 H 0.027 0.317 -3.719
13 H -0.464 -0.385 1.598
14 H 1.310 0.452 0.850

## Properties
Charge: +1
HOMO level (eV): -14.11
Frontier orbital gap (eV): 10.1

These are the Löwdin partial charges, in e, on atoms 1 to 2:
1. C -0.104
2. N 0.046


The data favor x; the next most stable structure lies 0.0216 hartree above it.


w | Formula: C6H13NO
Source: OMol25
Level of theory: ωB97M-V/def2-TZVPD

CARTESIAN COORDINATES (ANGSTROEM)
1 C 1.972 0.302 -0.935
2 C 0.777 0.544 0.063
3 C -0.043 -0.725 0.243
4 C -1.342 -0.655 -0.582
5 C -1.544 -1.377 -1.671
6 C -3.256 -0.038 0.723
7 N -2.461 0.127 -0.251
8 H 1.799 -0.696 -1.460
9 H 2.196 1.101 -1.570
10 H 2.924 0.362 -0.387
11 H 1.171 0.932 0.973
12 H 0.115 1.339 -0.487
13 H 0.607 -1.494 -0.251
14 H -0.399 -1.070 1.263
15 H -2.525 -1.390 -2.193
16 H -0.698 -1.893 -2.095
17 H -4.202 0.516 0.758
18 H -3.239 -0.798 1.490
19 H 2.186 1.222 2.475
20 H 2.977 2.141 1.609
21 O 2.986 1.548 2.285

## Properties
Multiplicity: 2
Charge: -1
HOMO level (spin up / spin down) (eV): 0.68 / -2.94
Frontier orbital gap (spin up / spin down) (eV): 2.8 / 6.4

These are the Löwdin partial charges, in e, on atoms 1 to 2:
1. C -0.109
2. C -0.247


x | Formula: C6H13NO
Source: OMol25
Level of theory: ωB97M-V/def2-TZVPD

CARTESIAN COORDINATES (ANGSTROEM)
1 C 1.202 2.377 1.305
2 C -0.113 1.887 0.704
3 C 0.087 0.821 -0.373
4 C 0.632 -0.525 0.173
5 C -0.482 -1.451 0.553
6 N -0.818 -2.432 -0.337
7 C -0.885 -2.201 -1.778
8 O -1.029 -1.352 1.648
9 H 0.996 3.249 1.936
10 H 1.882 2.737 0.530
11 H 1.669 1.627 1.942
12 H -0.582 2.736 0.191
13 H -0.787 1.527 1.479
14 H 0.751 1.211 -1.142
15 H -0.840 0.583 -0.903
16 H 1.374 -0.943 -0.505
17 H 1.228 -0.320 1.062
18 H -1.596 -2.974 0.027
19 H -1.783 -1.646 -2.082
20 H -0.946 -3.161 -2.311
21 H 0.040 -1.749 -2.120

## Properties
Multiplicity: 2
Charge: -1
HOMO level (spin up / spin down) (eV): 1.19 / -5.85
Frontier orbital gap (spin up / spin down) (eV): 2.5 / 9.4

These are the Löwdin partial charges, in e, on atoms 1 to 2:
1. C -0.141
2. C -0.280


y | Formula: C6H13NO
Source: OMol25
Level of theory: ωB97M-V/def2-TZVPD

CARTESIAN COORDINATES (ANGSTROEM)
1 C 2.380 0.983 1.172
2 C 1.173 0.080 0.909
3 N 0.337 0.621 -0.154
4 C -0.452 1.749 0.257
5 C -1.264 0.127 -2.002
6 C -0.380 -0.486 -0.923
7 C -1.231 -1.342 -0.013
8 O -0.723 -2.294 0.702
9 H 3.124 0.537 1.833
10 H 2.166 2.013 1.415
11 H 2.884 1.148 0.215
12 H 0.568 -0.079 1.807
13 H 1.587 -0.861 0.585
14 H -1.533 1.567 0.277
15 H -0.309 2.602 -0.438
16 H -0.171 2.130 1.240
17 H -1.786 -0.634 -2.565
18 H -2.001 0.740 -1.490
19 H -0.728 0.797 -2.689
20 H 0.467 -1.059 -1.293
21 H -2.315 -1.190 -0.139

## Properties
Multiplicity: 2
Charge: -1
HOMO level (spin up / spin down) (eV): 0.11 / -2.85
Frontier orbital gap (spin up / spin down) (eV): 3.9 / 6.8

These are the Löwdin partial charges, in e, on atoms 1 to 2:
1. C -0.117
2. C -0.284


The data favor x; the next most stable structure lies 0.0343 hartree above it.